Record 1
Computed, not measured: a single C23H29NO5 molecule, with ωB97M-V/def2-TZVPD.

As for the SMILES: COc1cc(C(=O)OCC(=O)NCCCc2ccccc2)ccc1OCC(C)C. Its energy above the lowest of the compared OMol25 structures with the same formula, charge and spin is 6.4 kcal per mole. As for the HOMO energy: -0.31565 Ha. Its strongest force on any atom is 0.83 eV Å⁻¹. Its multiplicity is 1. The value obtained for the HOMO-LUMO gap is 8.98 eV. The calculation puts the energy at -1324.8077 Ha.

Positions of all 58 atoms, in Å:
C (-1.342, -2.891, 2.443)
H (-0.680, -2.108, 2.827)
O (-2.106, -2.437, 1.353)
C (-1.461, -2.046, 0.209)
C (-0.084, -2.084, 0.073)
C (0.541, -1.717, -1.119)
C (-0.237, -1.332, -2.207)
C (-1.605, -1.271, -2.075)
C (-2.247, -1.588, -0.875)
O (-3.594, -1.481, -0.921)
C (-4.388, -1.184, 0.215)
C (-4.392, 0.316, 0.555)
C (-3.087, 0.752, 1.217)
H (-3.126, 1.811, 1.462)
H (-2.239, 0.597, 0.555)
H (-2.925, 0.190, 2.135)
C (-5.577, 0.621, 1.468)
H (-5.598, 1.680, 1.715)
H (-6.516, 0.362, 0.985)
H (-5.497, 0.054, 2.393)
H (-4.512, 0.869, -0.383)
H (-4.088, -1.770, 1.084)
H (-5.395, -1.487, -0.088)
H (-2.228, -0.962, -2.899)
H (0.249, -1.065, -3.132)
C (2.007, -1.659, -1.245)
O (2.593, -1.216, -2.200)
O (2.643, -2.124, -0.140)
C (4.046, -1.915, -0.084)
H (4.472, -2.742, 0.489)
H (4.472, -1.909, -1.092)
C (4.402, -0.585, 0.598)
O (5.496, -0.080, 0.490)
N (3.393, -0.077, 1.327)
H (2.518, -0.581, 1.347)
C (3.412, 1.226, 1.947)
H (3.462, 1.113, 3.037)
H (4.321, 1.728, 1.607)
C (2.163, 2.017, 1.565)
H (1.277, 1.423, 1.810)
H (2.121, 2.930, 2.161)
C (2.132, 2.371, 0.073)
C (0.768, 2.860, -0.323)
C (-0.099, 2.036, -1.027)
C (-1.373, 2.466, -1.356)
C (-1.800, 3.726, -0.976)
C (-0.941, 4.557, -0.276)
C (0.333, 4.127, 0.047)
H (1.001, 4.783, 0.588)
H (-1.266, 5.545, 0.017)
H (-2.794, 4.063, -1.229)
H (-2.031, 1.811, -1.910)
H (0.227, 1.052, -1.330)
H (2.386, 1.487, -0.517)
H (2.883, 3.137, -0.129)
H (0.534, -2.415, 0.891)
H (-2.065, -3.158, 3.213)
H (-0.752, -3.775, 2.183)

Record 2
Computed, not measured: a single C4H12N2O molecule, with ωB97M-V/def2-TZVPD.

As for the SMILES: NCCNCCO. Its energy above the lowest of the compared OMol25 structures with the same formula, charge and spin is 52.7 kcal per mole. As for the HOMO energy: -0.32716 Ha. Its strongest force on any atom is 2.51 eV Å⁻¹. Its multiplicity is 1. The value obtained for the HOMO-LUMO gap is 9.91 eV. The calculation puts the energy at -344.3010 Ha.

Positions of all 19 atoms, in Å:
N (-2.614, 0.582, 0.718)
C (-2.447, 0.821, -0.715)
C (-1.070, 0.380, -1.194)
N (0.107, 0.555, -0.249)
C (0.918, -0.677, -0.197)
C (2.112, -0.325, 0.712)
O (3.012, -1.397, 0.813)
H (-3.589, 0.815, 0.919)
H (-2.155, 1.350, 1.215)
H (-3.130, 0.203, -1.313)
H (-2.775, 1.880, -0.910)
H (-0.850, 0.796, -2.193)
H (-1.062, -0.683, -1.501)
H (-0.325, 0.714, 0.663)
H (1.413, -0.849, -1.257)
H (0.390, -1.642, -0.030)
H (1.803, 0.011, 1.693)
H (2.591, 0.563, 0.215)
H (3.912, -1.089, 0.688)

Record 3
Computed, not measured: a gas-phase ion, C7H5ClO4 (charge -2), with ωB97M-V/def2-TZVPD.

As for the SMILES: C=C/C(=C\C(Cl)=C([O-])[O-])C(=O)O. As for the HOMO energy: 0.01872 Ha. As for the charge: -2. Its strongest force on any atom is 6.08 eV Å⁻¹. Its multiplicity is 1. The value obtained for the HOMO-LUMO gap is 5.49 eV. The calculation puts the energy at -1030.8281 Ha.

Positions of all 17 atoms, in Å:
C (-0.800, -1.433, 1.964)
C (-1.334, -0.409, 1.279)
C (-2.035, 0.692, -0.793)
C (2.993, 0.408, -1.027)
C (0.417, 0.217, -0.503)
C (-1.000, 0.136, 0.011)
C (1.746, 0.085, -0.073)
O (-3.187, 1.056, -0.376)
O (4.031, -0.027, -0.541)
O (-1.896, 1.065, -2.124)
O (2.657, 0.760, -2.151)
Cl (2.104, -0.653, 1.413)
H (-1.105, -1.794, 2.935)
H (-0.024, -2.006, 1.589)
H (-2.106, 0.089, 1.856)
H (0.327, 0.938, -1.227)
H (-0.789, 0.876, -2.234)

Record 4
Computed, not measured: 2 unconnected molecules or ions with the total composition C6H15O2PS2, with ωB97M-V/def2-TZVPD.

Its energy above the lowest of the compared OMol25 structures with the same formula, charge and spin is 0.0 kcal per mole. As for the HOMO energy (alpha / beta): -0.28243 / -0.28244 Ha. Its strongest force on any atom is 1.89 eV Å⁻¹. Its multiplicity is 1. The value obtained for the HOMO-LUMO gap (alpha / beta) is 7.65 / 7.65 eV. The calculation puts the energy at -1525.8169 Ha.

Positions of all 26 atoms, in Å:
C (-1.010, 2.452, 0.874)
C (-0.391, -1.980, -1.648)
C (-1.764, -2.123, 0.474)
C (-0.793, 2.033, -0.572)
C (-0.441, -1.662, -0.159)
C (-0.290, -0.197, 0.094)
O (2.524, 0.849, 1.654)
O (-0.741, 0.630, -0.819)
P (2.361, -0.061, 0.293)
S (3.408, -1.695, 0.501)
S (3.228, 1.280, -1.176)
H (-1.894, 1.974, 1.289)
H (-0.147, 2.216, 1.491)
H (-1.157, 3.527, 0.902)
H (0.569, -1.677, -2.056)
H (-1.179, -1.445, -2.173)
H (-0.519, -3.046, -1.811)
H (-2.609, -1.632, -0.005)
H (-1.783, -1.898, 1.540)
H (-1.872, -3.197, 0.347)
H (0.140, 2.466, -0.952)
H (-1.616, 2.386, -1.199)
H (0.379, -2.181, 0.355)
H (-0.328, 0.106, 1.137)
H (3.236, 0.525, 2.217)
H (2.689, 2.350, -0.597)

Record 5
Computed, not measured: 2 unconnected molecules or ions with the total composition C3H6BrNOS, with ωB97M-V/def2-TZVPD.

Its energy above the lowest of the compared OMol25 structures with the same formula, charge and spin is 72.5 kcal per mole. As for the HOMO energy (alpha / beta): -0.31191 / -0.31197 Ha. Its strongest force on any atom is 4.96 eV Å⁻¹. Its multiplicity is 1. The value obtained for the HOMO-LUMO gap (alpha / beta) is 5.98 / 5.99 eV. The calculation puts the energy at -3219.9930 Ha.

Positions of all 13 atoms, in Å:
C (-0.843, 0.447, -0.483)
C (0.483, -1.698, -0.527)
C (0.481, -0.267, -0.398)
N (-0.918, 1.814, -0.252)
O (-1.866, -0.177, -0.719)
S (0.062, 0.114, 2.590)
Br (2.030, 0.734, -0.743)
H (-0.003, -2.059, -1.510)
H (1.399, -2.114, -0.443)
H (-0.024, -1.970, 0.273)
H (-0.234, 2.600, -0.244)
H (-1.850, 2.078, -0.349)
H (1.282, 0.498, 2.805)

Record 6
Computed, not measured: a molecular structure, C2H2InLiO2, with ωB97M-V/def2-TZVPD.

Its energy above the lowest of the compared OMol25 structures with the same formula, charge and spin is 66.7 kcal per mole. As for the HOMO energy (alpha / beta): -0.68823 / -0.68103 Ha. As for the charge: +2. Its strongest force on any atom is 4.76 eV Å⁻¹. Its multiplicity is 1. The value obtained for the HOMO-LUMO gap (alpha / beta) is 5.84 / 5.75 eV. The calculation puts the energy at -424.6977 Ha.

Positions of all 8 atoms, in Å:
O (1.763, 0.402, 0.157)
C (2.013, -0.703, 0.627)
C (1.088, -1.677, 0.991)
O (-0.888, -0.418, 0.326)
Li (-2.544, -0.979, 0.424)
In (-0.026, 1.058, -0.198)
H (1.050, -1.877, 2.069)
H (1.152, -2.595, 0.392)